Below is a single C4H9N3O2 molecule in a non-equilibrium geometry, with properties calculated with the ωB97M-V functional and the def2-TZVPD basis.

Its SMILES is C/C(CC(=O)NN)=N/O.

ORCA input file:
```
! RIJCOSX wB97M-V def2-TZVPD def2/J DEFGRID3
* xyz 0 1
C 1.8083 -0.6484 1.6161
C 0.6707 -0.8065 0.6430
C -0.6989 -0.2704 0.9764
C -0.5957 1.0346 0.2318
O -0.8098 2.1190 0.7708
N -0.5423 0.8631 -1.1780
N -1.2214 1.7586 -2.0150
N 0.9217 -1.3991 -0.5111
O -0.2242 -1.8382 -1.1831
H 1.4969 -0.0758 2.4929
H 2.1645 -1.6309 1.9405
H 2.6290 -0.1067 1.1392
H -0.7771 -0.0660 2.0467
H -1.5154 -0.9081 0.6320
H 0.1465 0.2997 -1.6775
H -1.5805 2.5303 -1.4419
H -2.0147 1.5947 -2.6337
H 0.1422 -2.4499 -1.8492
*
```

=====

Below is a single C4H9N3O2 molecule in a non-equilibrium geometry, with properties calculated with the ωB97M-V functional and the def2-TZVPD basis.

Its SMILES is N/N=C\C(CCO)=N/O.

ORCA input file:
```
! RIJCOSX wB97M-V def2-TZVPD def2/J DEFGRID3
* xyz 0 1
N 2.7550 0.3010 0.5888
N 2.5143 -0.5723 -0.4689
C 1.2805 -0.7348 -0.7519
C 0.0476 -0.0517 -0.3077
C -1.1200 -0.9414 -0.1768
C -2.3634 -0.2468 0.4598
O -2.9157 0.7714 -0.3538
N -0.0807 1.2080 -0.1797
O 0.8625 2.1474 -0.4223
H 2.0981 0.1245 1.3781
H 3.6791 0.1344 0.9692
H 1.1778 -1.4911 -1.5312
H -0.8722 -1.7880 0.4599
H -1.3915 -1.3668 -1.1439
H -2.0095 0.1483 1.4635
H -3.1380 -1.0067 0.6665
H -2.2663 1.4566 -0.5358
H 1.7423 1.9080 -0.1138
*
```

=====

Below is a single C4H9N3O2 molecule in a non-equilibrium geometry, with properties calculated with the ωB97M-V functional and the def2-TZVPD basis.

Its SMILES is [H]/N=C(\N)N(C)CC(=O)O.

ORCA input file:
```
! RIJCOSX wB97M-V def2-TZVPD def2/J DEFGRID3
* xyz 0 1
H 1.2158 2.2360 1.5165
N 1.2051 1.6098 0.9806
C 0.3040 0.7975 1.4240
N -0.5043 0.8931 2.4763
N 0.1530 -0.3941 0.7481
C -1.0013 -1.2820 0.9336
C 0.8037 -0.5631 -0.5858
C -0.1050 -0.2815 -1.7200
O -0.9811 0.4321 -1.7386
O 0.2038 -0.8780 -2.9033
H -0.2702 1.9477 3.0833
H -0.4629 -0.0162 3.2862
H -1.7847 -0.5842 1.0408
H -0.9516 -1.8202 2.0374
H -1.1551 -2.0938 0.3655
H 1.1126 -1.6391 -0.6641
H 1.7921 0.2550 -0.6018
H 0.7370 -1.5042 -2.6733
*
```

=====

The calculation returns the following energy relative to the best compared isomer or geometry (same formula, charge and spin) values, one per record and in order: 403.0 385.9 502.8 kJ/mol.
The calculation returns the following HOMO level values, one per record and in order: -8.15 -9.61 -8.67 eV.
The calculation returns the following Kohn-Sham gap values, one per record and in order: 8.92 10.00 9.06 eV.